Entry 1:
ORCA calculation (the ωB97M-V functional and the def2-TZVPD basis) on C12H17NO6Rb as an isolated structure in a non-equilibrium geometry.

Output
**Molecular weight**: 356.737 g mol⁻¹
**2S+1**: 2
**Calculated total energy**: -997.56698 Eh
**Expectation value of S²**: 0.80
**Net charge**: 0
**Gap between HOMO and LUMO (spin up / spin down)**: 6.332 / 5.402 eV

```
37
Properties=species:S:1:pos:R:3:forces:R:3:lowdin_charge:R:1
Rb -2.09269 3.09239 0.94758 0.625 -0.031 -0.494 0.9760
O 1.19841 -4.88109 0.94813 -0.427 0.646 -0.323 -0.1838
O 4.57235 3.80544 0.45474 -0.196 2.561 -2.059 -0.0084
O 4.60499 6.17158 -1.32598 -3.527 -2.181 1.646 0.0599
O 0.36107 2.78586 -0.75072 -0.132 1.371 0.232 -0.1634
O -0.00720 5.62793 -1.47368 -0.593 -0.298 0.010 0.0725
O -2.61499 0.42654 0.12198 -0.234 -0.167 -0.814 -0.3296
N -1.00573 -2.03262 0.23634 -0.512 0.156 -0.684 -0.0495
C -3.93355 -0.00723 0.47515 0.243 0.086 0.178 -0.1033
C 1.31153 3.62187 -0.70087 -0.384 -0.384 0.042 -0.3351
C -0.33216 -3.31444 0.04718 0.786 0.251 0.531 -0.2098
C 1.08993 5.16630 -1.25711 0.488 -1.625 0.738 -0.2920
C -2.06235 -0.19758 -1.07509 0.266 -1.035 0.656 -0.1709
C 0.70362 -3.56796 1.14883 -0.052 0.528 -1.178 -0.2213
C 3.51112 5.51536 -0.94831 4.323 2.454 -2.353 -0.2674
C 2.56286 3.33926 -0.09662 -4.746 0.340 -1.869 -0.0093
C 3.57551 4.22524 -0.24843 4.628 -2.147 4.295 -0.3757
C 0.87458 -5.75154 1.97261 0.844 -1.224 0.372 -0.1378
C 2.28787 5.98224 -1.40509 -0.295 -0.224 0.042 0.1145
C -1.86336 -1.69477 -0.90856 -0.358 -0.949 0.547 -0.2316
H 1.57519 -5.56565 2.78666 -0.524 0.117 0.728 0.0905
H -0.99429 -4.17864 0.10051 -0.541 0.273 -0.061 0.1254
H 1.12581 -6.76563 1.66180 -0.045 -0.048 -0.327 0.0862
H -2.77480 -2.28193 -0.79624 -0.562 0.390 0.190 0.1120
H -4.63163 0.16800 -0.34343 -0.061 -0.200 -0.079 0.0970
H 0.18162 -3.37412 -0.91228 0.057 -0.035 -0.296 0.1189
H 2.70115 2.46504 0.52226 0.043 -0.041 -0.270 0.1256
H -3.98758 -1.02742 0.85516 0.293 -0.299 -0.523 0.0905
H -2.60808 -0.05705 -2.00812 -0.629 0.488 0.260 0.1268
H 1.55794 -2.89947 1.04222 0.014 0.225 0.007 0.1234
H -1.49749 -2.12766 -1.83960 0.576 0.355 -0.422 0.1160
H -1.06943 0.21858 -1.24543 -0.068 0.491 0.319 0.1229
H -0.18140 -5.78130 2.24116 -0.064 0.409 0.263 0.0910
H -4.27584 0.55418 1.34449 0.189 0.506 -0.080 0.0771
H 2.27057 6.92884 -1.92475 -0.215 0.061 0.004 0.1329
H -0.34977 -1.26502 0.26085 0.634 -0.176 0.369 0.1083
H 0.21620 -3.32355 2.09265 0.154 -0.647 0.404 0.1215
```
Positions in Å, forces in eV/Å.


Entry 2:
ORCA calculation (the ωB97M-V functional and the def2-TZVPD basis) on one molecule with the formula C12H18 in a non-equilibrium geometry.

Output
**Molecular weight**: 162.276 g mol⁻¹
**SMILES**: Cc1c(C)c(C)c(C)c(C)c1C
**Calculated total energy**: -467.89804 Eh
**Net charge**: 0
**Gap between HOMO and LUMO**: 8.598 eV
**Relative energy (zero: lowest compared OMol25 entry of this formula, charge and spin)**: 331.18 kJ/mol

```
30
Properties=species:S:1:pos:R:3:forces:R:3:lowdin_charge:R:1
C 0.72855 1.14399 0.07056 1.410 1.344 -1.314 -0.1364
C 1.40121 -2.45662 -0.36595 -0.453 -0.033 -2.527 -0.0751
C 3.13339 -0.21668 0.13514 1.457 3.804 2.053 -0.0829
C -0.74525 1.13765 0.04885 -0.897 0.064 0.241 -0.1694
C 1.34996 2.59508 0.18918 -0.525 -2.074 1.327 -0.0589
C -1.35408 2.53510 0.12833 -2.734 -0.129 0.186 -0.1070
C -1.67891 -0.00274 0.01726 8.030 1.365 -0.123 -0.1424
C -0.72532 -1.11654 -0.04032 -0.226 0.831 -1.143 -0.1865
C -1.36698 -2.43664 -0.11440 3.195 -0.858 0.997 -0.0673
C 0.71642 -1.10228 -0.11634 1.545 -0.246 -0.307 -0.1438
C -3.13681 -0.04012 -0.06439 -0.293 -0.562 -1.988 -0.0487
C 1.70003 0.03470 -0.07195 -8.634 -1.335 0.700 -0.1407
H 3.35196 -0.69195 1.10547 -0.432 -0.164 -0.332 0.1010
H 2.37799 2.58846 -0.16496 -0.336 0.648 -0.939 0.0608
H 1.55525 2.51467 1.23719 0.182 0.659 1.276 0.0672
H 2.49755 -2.34245 -0.44881 -0.781 -0.378 0.236 0.0597
H -3.52595 -0.68463 0.65585 -0.714 -0.967 1.671 0.0599
H 1.03875 -2.95435 -1.34830 0.639 1.254 0.889 0.1154
H -2.51846 2.50492 0.05800 1.884 -0.354 0.567 0.0803
H -2.10674 -2.33854 0.55004 -3.179 -0.198 2.776 0.0313
H -1.20006 3.07959 -0.82236 0.733 0.377 0.899 0.0858
H -1.13411 3.03189 1.13137 -0.074 -0.134 -1.707 0.1056
H -3.69129 0.88603 -0.03765 0.292 0.319 0.071 0.0680
H -3.43944 -0.58321 -0.99519 0.272 0.578 0.319 0.1124
H 3.66141 0.80529 0.28192 -0.743 -1.385 -0.331 0.1018
H -1.85010 -2.73890 -0.97712 -0.382 -0.613 -2.291 0.0761
H -0.67783 -3.18280 0.31680 -0.783 -0.090 -0.625 0.0821
H 0.65494 3.45004 0.11896 1.097 -0.500 -0.785 0.0560
H 3.73103 -0.68982 -0.58935 0.162 -0.769 -1.285 0.0565
H 1.10508 -3.27668 0.23655 0.286 -0.453 1.489 0.0394
```
Positions in Å, forces in eV/Å.